[1]
{
  "formula": "C3H2GdLiO3",
  "method": "the ωB97M-V functional and the def2-TZVPD basis",
  "elements": ["C", "C", "O", "C", "O", "O", "Gd", "H", "H", "Li"],
  "coordinates": [[1.2216, 0.5424, -0.7119], [-0.0149, 0.3954, 0.0131], [-0.0315, -0.5628, 0.9736], [-1.0266, -1.5484, 0.9257], [-1.8870, -1.4723, 0.0656], [1.5551, 1.5589, -1.3056], [-2.5204, -2.5891, 2.8879], [-0.6149, 1.2926, 0.2009], [0.3837, -0.3255, -1.2905], [2.9348, 2.7089, -1.7589]],
  "atomic_forces_ev_per_a": [[-2.08, 1.43, 0.32], [2.72, 0.98, -1.36], [-0.79, -3.28, 1.51], [-0.97, 3.62, -3.03], [1.36, -1.47, 2.45], [0.50, -1.16, 0.29], [-0.07, -0.27, 0.00], [-0.51, -0.39, -0.49], [-0.38, 0.31, 0.56], [0.21, 0.25, -0.24]],
  "lumo_ev": [-15.37, -13.40],
  "orbital_gap_ev": [4.267, 7.802],
  "charge": 3,
  "fmax_ha_per_bohr": 0.094,
  "e_homo_ev": [-19.638, -21.204],
  "multiplicity": 9,
  "s_squared": 20.82
}

***

[2]
{
  "formula": "C23H50DyN3O2P2",
  "method": "the ωB97M-V functional and the def2-TZVPD basis",
  "elements": ["Dy", "P", "P", "N", "C", "H", "H", "C", "H", "H", "C", "H", "H", "C", "H", "H", "C", "C", "H", "H", "H", "C", "C", "H", "H", "H", "C", "C", "H", "H", "H", "C", "C", "H", "H", "H", "C", "C", "H", "H", "H", "C", "H", "H", "H", "C", "H", "H", "H", "C", "H", "H", "H", "H", "H", "H", "H", "O", "H", "H", "C", "N", "C", "C", "C", "N", "C", "C", "O", "H", "H", "H", "H", "H", "H", "H", "H", "H", "H", "H", "H"],
  "coordinates": [[-0.5434, 0.9385, 0.5917], [-1.3124, -1.9184, -2.4621], [0.1861, 3.5507, 0.3991], [0.8295, 0.8730, -1.0280], [-0.3612, -0.4095, -2.8850], [-0.1150, -0.4765, -3.9581], [-1.0456, 0.4484, -2.7856], [0.9360, -0.1238, -2.1307], [1.4120, -1.0423, -1.7366], [1.6680, 0.2543, -2.8691], [2.0248, 1.7311, -0.9735], [2.3531, 1.9615, -2.0069], [2.8757, 1.1652, -0.5381], [1.8754, 3.0827, -0.2208], [2.1969, 3.9009, -0.9016], [2.5891, 3.1083, 0.6279], [0.4765, 4.7634, 1.7473], [1.3230, 4.1640, 2.8733], [2.3274, 3.8893, 2.5416], [0.8529, 3.2758, 3.3119], [1.4356, 4.9044, 3.6718], [-0.5026, 4.4768, -1.0550], [-2.0343, 4.4932, -1.0384], [-2.3968, 5.0885, -1.8853], [-2.4360, 4.9319, -0.1184], [-2.4592, 3.4873, -1.1461], [-1.8970, -2.7372, -3.9724], [-2.6748, -4.0450, -3.7022], [-3.1451, -4.3642, -4.6452], [-3.4777, -3.9143, -2.9628], [-2.0107, -4.8588, -3.3753], [-0.3401, -3.0414, -1.4004], [-1.2063, -4.0121, -0.6023], [-0.5527, -4.5919, 0.0614], [-1.7426, -4.7187, -1.2437], [-1.9341, -3.4935, 0.0258], [-2.6864, -1.4023, -1.3974], [0.1038, 5.8850, -1.1766], [1.2005, 5.8627, -1.2357], [-0.2740, 6.3490, -2.0999], [-0.1921, 6.5245, -0.3327], [-0.8044, -2.9480, -5.0336], [-1.2671, -3.3784, -5.9311], [-0.3340, -2.0038, -5.3246], [-0.0256, -3.6383, -4.6905], [0.7775, -3.7564, -2.1536], [1.4521, -4.2190, -1.4131], [0.3951, -4.5698, -2.7904], [1.3938, -3.0863, -2.7734], [-0.8638, 5.2873, 2.2758], [-1.5097, 4.4698, 2.6182], [-0.6838, 5.9430, 3.1360], [-1.4233, 5.8712, 1.5378], [1.0325, 5.5914, 1.2785], [0.1217, -2.3461, -0.6789], [-0.1717, 3.8818, -1.9261], [-2.6238, -2.0188, -4.3986], [-2.4233, -0.6122, -0.3927], [-3.6461, -1.1545, -1.9832], [-3.7733, -2.0359, -1.8000], [-1.4414, -1.2671, 3.8571], [-0.0867, -1.7783, 3.7031], [0.4313, -2.6253, 4.7701], [1.6319, -3.3761, 4.2502], [2.6461, -2.4347, 3.6717], [2.0038, -1.5964, 2.6772], [2.8387, -0.8806, 1.7341], [0.7094, -1.2580, 2.7977], [0.2409, -0.3612, 1.9695], [-2.0108, -1.3695, 2.9227], [-1.4516, -0.2066, 4.1500], [-1.9486, -1.8488, 4.6320], [0.7104, -2.0158, 5.6460], [-0.3703, -3.3075, 5.0759], [1.3062, -4.0873, 3.4848], [2.0838, -3.9488, 5.0620], [3.4538, -2.9699, 3.1668], [3.0866, -1.8112, 4.4611], [2.9117, 0.1964, 1.9709], [3.8453, -1.3151, 1.7728], [2.4607, -0.9758, 0.7021]],
  "atomic_forces_ev_per_a": [[-2.42, -1.64, -1.78], [-1.80, 0.28, 1.16], [0.66, 0.67, -0.49], [-0.21, 0.01, -0.68], [0.05, -0.03, -0.38], [-0.18, -0.05, 0.39], [0.09, -0.35, 0.04], [1.03, 0.44, 0.63], [-0.26, 0.17, -0.27], [-0.30, -0.02, 0.27], [0.36, -0.34, -0.40], [-0.25, -0.09, 0.37], [-0.23, 0.32, -0.09], [0.61, 0.37, 0.21], [-0.17, -0.44, 0.45], [-0.49, 0.03, -0.40], [0.11, 0.21, -0.14], [0.06, 0.03, 0.00], [-0.12, 0.05, 0.06], [-0.03, 0.07, -0.02], [-0.02, -0.13, -0.09], [0.06, -0.06, -0.07], [-0.09, 0.09, -0.11], [0.00, -0.11, 0.20], [0.05, -0.04, -0.21], [0.09, 0.10, 0.04], [-0.52, -0.05, -0.50], [-0.07, -0.09, -0.09], [0.18, 0.10, 0.30], [0.31, -0.11, -0.18], [-0.21, 0.28, -0.10], [0.34, 0.37, 0.00], [-0.10, -0.17, 0.22], [-0.07, 0.04, -0.17], [0.13, 0.16, 0.17], [0.04, 0.00, -0.16], [-1.49, -1.77, -3.80], [-0.17, 0.00, -0.08], [-0.27, 0.05, 0.03], [0.16, -0.09, 0.29], [0.07, -0.14, -0.29], [0.07, -0.03, 0.00], [0.12, 0.12, 0.23], [-0.03, -0.21, -0.04], [-0.21, 0.17, -0.15], [0.57, -0.34, 0.05], [-0.21, 0.10, -0.32], [0.09, 0.32, 0.24], [-0.24, -0.20, 0.14], [-0.06, 0.16, 0.13], [0.08, 0.07, -0.02], [-0.04, -0.12, -0.16], [0.16, -0.13, 0.10], [-0.10, -0.19, 0.25], [-0.05, -0.11, -0.08], [-0.08, 0.12, 0.31], [0.25, -0.10, 0.21], [1.34, 1.38, 2.41], [1.00, 3.92, -1.89], [1.86, -2.39, 3.20], [-0.60, 0.26, -0.26], [-0.58, 0.10, 0.60], [0.16, -0.16, 0.38], [-0.05, -0.81, 0.24], [0.39, 0.00, 0.16], [-0.71, 0.41, -0.02], [0.34, 0.37, -0.60], [0.71, 0.86, -1.19], [0.69, -1.27, 1.60], [0.18, -0.05, 0.24], [0.08, -0.29, 0.03], [0.16, 0.15, -0.19], [-0.19, -0.07, -0.25], [0.25, 0.12, -0.09], [0.06, 0.02, 0.06], [-0.04, 0.01, -0.07], [-0.09, -0.02, 0.18], [0.03, -0.05, -0.14], [-0.01, -0.40, -0.01], [-0.32, 0.16, -0.01], [0.10, 0.00, 0.40]],
  "lumo_ev": [-5.17, -5.06],
  "orbital_gap_ev": [6.995, 7.116],
  "charge": 2,
  "fmax_ha_per_bohr": 0.087,
  "e_homo_ev": [-12.169, -12.180],
  "multiplicity": 6,
  "s_squared": 9.34
}

***

[3]
{
  "formula": "C18H51InN3NaO14PS",
  "method": "the ωB97M-V functional and the def2-TZVPD basis",
  "elements": ["In", "Na", "P", "O", "O", "O", "O", "S", "O", "O", "O", "O", "C", "C", "C", "O", "C", "N", "H", "H", "H", "H", "H", "H", "H", "H", "H", "H", "H", "C", "C", "C", "O", "C", "N", "H", "H", "H", "H", "H", "H", "H", "H", "H", "H", "H", "C", "C", "C", "O", "C", "N", "H", "H", "H", "H", "H", "H", "H", "H", "H", "H", "H", "C", "C", "O", "H", "H", "H", "H", "H", "H", "C", "C", "O", "H", "H", "H", "H", "H", "H", "C", "C", "O", "H", "H", "H", "H", "H", "H"],
  "coordinates": [[-2.0386, -17.2574, -3.1128], [0.8160, -18.7659, -5.9608], [0.4277, -15.8616, -5.1556], [0.8297, -16.2436, -6.5866], [-1.1069, -15.4783, -5.1265], [1.2406, -14.8296, -4.3965], [0.3887, -17.2776, -4.3960], [-2.1430, -19.4418, -5.9784], [-3.0815, -20.5140, -6.2213], [-2.8971, -18.2136, -5.7744], [-1.3272, -19.6447, -4.7632], [-1.2485, -19.1434, -7.0754], [-5.7318, -15.9421, -2.0856], [-5.9711, -16.3841, -3.5420], [-5.8073, -15.3189, -4.6486], [-4.5850, -14.5935, -4.4833], [-4.1819, -13.6201, -5.4790], [-5.1693, -17.6598, -3.7499], [-6.1595, -14.9570, -1.8992], [-4.6856, -15.7121, -1.8837], [-6.0374, -16.5655, -1.2453], [-7.0228, -16.6598, -3.6199], [-6.4885, -14.4852, -4.4782], [-5.9160, -15.6442, -5.6832], [-3.1008, -13.6958, -5.5950], [-4.4413, -12.6024, -5.1873], [-4.7244, -13.5986, -6.4241], [-5.7583, -18.3316, -3.2789], [-5.2207, -17.9271, -4.7225], [-3.2438, -21.7782, -0.7956], [-2.9968, -20.2748, -1.1389], [-3.2593, -19.3810, 0.0549], [-3.5224, -18.0010, -0.3725], [-4.0785, -17.1510, 0.5478], [-1.7128, -19.9926, -1.8346], [-2.6405, -22.1867, 0.0151], [-3.3269, -22.4646, -1.6381], [-4.2808, -21.8500, -0.4673], [-3.6470, -19.8989, -1.9288], [-2.3186, -19.3124, 0.6013], [-4.1008, -19.6694, 0.6847], [-4.2270, -16.1087, 0.2657], [-3.5423, -17.0349, 1.4896], [-5.1209, -17.3943, 0.7536], [-0.8740, -20.1473, -1.2937], [-1.5305, -20.5174, -2.6780], [0.4591, -19.8618, -9.8877], [1.1277, -20.9296, -9.1848], [2.6296, -20.9829, -9.5691], [3.1095, -22.3395, -9.4861], [3.4118, -22.7924, -8.1582], [0.9148, -20.7694, -7.6892], [-0.5520, -19.7365, -9.5002], [0.5850, -20.1330, -10.9359], [0.9855, -18.9118, -9.7957], [0.5772, -21.8307, -9.4551], [3.2630, -20.3084, -8.9929], [2.8699, -20.8954, -10.6287], [3.5326, -21.8830, -7.5697], [4.2633, -23.4645, -8.0509], [2.4833, -23.2739, -7.8516], [-0.0588, -20.5649, -7.5148], [1.0205, -21.6714, -7.2473], [-3.6515, -16.8251, -10.6907], [-2.6680, -17.8615, -10.1848], [-2.0924, -17.3398, -8.9898], [-4.1079, -16.9425, -11.6736], [-3.3157, -15.7890, -10.6469], [-4.3632, -16.8277, -9.8652], [-2.0872, -17.9356, -11.1042], [-3.1971, -18.8117, -10.1122], [-1.8712, -18.1223, -8.4796], [-4.6224, -24.0109, -4.2739], [-4.8866, -22.7349, -5.0605], [-4.1773, -21.7146, -4.4134], [-3.6553, -24.1021, -3.7795], [-4.7614, -24.8829, -4.9130], [-5.3804, -23.9969, -3.4908], [-5.9276, -22.4188, -5.1270], [-4.4292, -22.8978, -6.0364], [-3.7892, -21.1842, -5.1132], [-5.7841, -19.2750, -8.3688], [-5.3667, -20.6714, -8.5261], [-4.0326, -20.8785, -8.5917], [-5.4198, -18.8301, -7.4428], [-6.8671, -19.1661, -8.3108], [-5.4356, -18.6832, -9.2152], [-5.8271, -21.0064, -9.4555], [-5.7698, -21.3635, -7.7868], [-3.7267, -20.6699, -7.7060]],
  "atomic_forces_ev_per_a": [[0.71, -0.46, -2.01], [-0.47, -0.10, -0.31], [-1.37, -1.77, 1.67], [-0.03, 0.66, 0.89], [0.63, 0.26, -0.32], [-0.39, -0.59, -0.86], [0.32, 1.20, -0.12], [0.06, 3.57, 2.26], [-0.13, -1.73, -1.16], [-1.48, 1.41, 1.10], [0.52, -1.19, 0.58], [1.51, -1.10, -2.26], [0.62, 1.62, -0.24], [0.29, -1.04, -0.03], [1.06, 1.90, 0.96], [1.20, -0.17, -0.60], [-0.59, -0.01, 0.64], [-0.68, 1.41, 0.27], [-0.55, 0.08, -0.13], [0.31, -0.38, -0.43], [-0.36, -0.56, -0.64], [-0.35, 0.07, -0.05], [-1.27, -0.52, 0.02], [-0.01, -0.63, 0.08], [-0.19, -0.18, -0.20], [0.18, 0.21, 0.95], [0.09, -1.25, -0.34], [0.33, -0.58, 0.26], [0.48, -0.04, -0.41], [-1.32, 0.71, -0.06], [0.34, -0.74, -1.58], [0.73, 1.85, -0.11], [0.73, -0.84, -1.38], [-1.10, 0.74, 1.41], [0.39, 0.72, 1.01], [0.32, 0.15, -0.16], [0.91, 0.34, -0.37], [-0.22, 0.17, 0.53], [-0.90, -0.69, 0.14], [-0.06, -0.23, 0.71], [0.11, -0.46, -0.05], [0.75, -0.06, -1.09], [0.29, -0.57, 0.27], [-0.24, -0.66, 0.44], [0.00, 0.08, 0.64], [-0.81, 0.00, -0.56], [-0.19, 1.79, -1.02], [0.84, -0.79, 2.27], [-0.37, -2.25, -0.24], [1.39, -0.52, 0.59], [-1.55, 1.06, -0.51], [1.09, -0.32, -0.57], [-0.10, 0.03, -0.63], [-0.89, 0.25, -0.29], [-0.07, 0.24, 0.29], [0.67, -0.52, -0.34], [-0.18, 0.18, 0.22], [-0.81, 1.11, -0.16], [0.33, -0.25, 0.53], [0.00, 0.10, -0.53], [0.22, -0.42, 0.69], [-0.47, 0.51, -0.28], [0.37, -0.25, 0.06], [-1.23, 0.83, 1.62], [-0.46, 1.40, -1.62], [-0.38, -0.78, -1.76], [-0.03, -0.58, 0.12], [0.81, -0.11, -0.12], [-0.98, 0.22, -0.41], [1.72, -0.54, 0.47], [0.14, -0.13, 0.66], [0.39, -0.09, 1.00], [-1.48, -0.26, 0.24], [1.90, -0.12, 0.30], [-0.82, -0.36, 1.60], [0.13, 0.51, -0.40], [-0.17, -0.18, 0.13], [0.03, -0.59, 0.32], [-0.31, -0.63, -0.21], [-0.39, 0.28, -0.52], [0.59, 0.77, -0.35], [-0.50, 1.67, 0.73], [-1.93, -1.61, -0.82], [1.57, -0.10, -1.14], [0.38, 0.10, 0.01], [-0.22, -0.19, -0.19], [0.07, 0.09, 0.09], [0.07, -0.31, -0.39], [-0.56, 0.18, 0.57], [1.00, 0.03, 0.63]],
  "lumo_ev": -1.53,
  "orbital_gap_ev": 4.333,
  "charge": -1,
  "fmax_ha_per_bohr": 0.082,
  "e_homo_ev": -5.860
}